# 1
139
Properties=species:S:1:pos:R:3 method="wB97M-V/def2-TZVPD" total_energy_ev=-150170.6456 orbital_gap_ha=0.3007 charge=-1
O 2.628 0.252 -2.618
C 1.821 0.054 -1.732
O 0.831 -0.787 -1.738
B 0.001 -0.597 -0.511
O 0.908 0.223 0.373
C 1.850 0.748 -0.343
O 2.446 1.753 -0.064
O -0.485 -1.894 0.021
C -1.781 -1.966 -0.116
O -2.452 -2.960 0.134
C -2.243 -0.571 -0.636
O -1.236 0.130 -0.850
O -3.395 -0.287 -0.926
C -6.874 0.434 0.194
S -8.535 -0.200 0.217
O -9.431 0.987 0.554
C -8.747 -0.522 -1.626
H -6.723 0.501 1.271
H -6.939 1.405 -0.298
H -6.350 -0.254 -0.470
H -8.131 -1.359 -1.955
H -8.657 0.408 -2.188
H -9.801 -0.790 -1.706
C -0.482 -2.589 3.354
S 1.152 -3.258 2.911
O 2.003 -3.387 4.202
C 0.621 -4.962 2.499
H -0.928 -3.065 4.227
H -1.283 -2.641 2.616
H -0.521 -1.599 3.808
H 0.101 -5.335 3.381
H 1.555 -5.516 2.405
H 0.190 -5.081 1.505
C 3.785 -2.266 -5.434
S 5.455 -1.744 -5.868
O 6.086 -1.258 -4.571
C 6.328 -3.358 -6.168
H 3.886 -3.215 -4.907
H 3.055 -2.294 -6.242
H 3.412 -1.539 -4.712
H 6.155 -3.979 -5.288
H 7.395 -3.284 -6.375
H 5.776 -3.855 -6.965
C -4.460 -0.659 -4.295
S -5.088 -1.876 -2.977
O -6.343 -2.297 -3.786
C -3.813 -3.155 -3.200
H -3.495 -0.308 -3.927
H -5.134 0.162 -4.539
H -4.055 -1.040 -5.232
H -3.354 -3.431 -4.149
H -4.233 -4.084 -2.813
H -3.043 -2.840 -2.496
C 6.140 0.446 -1.873
S 6.259 2.212 -2.470
O 7.729 2.453 -2.741
C 5.408 2.001 -4.081
H 5.064 0.280 -1.820
H 6.757 0.457 -0.975
H 6.654 -0.259 -2.527
H 4.516 1.376 -4.035
H 6.008 1.637 -4.916
H 5.122 3.016 -4.359
C -6.754 2.208 -3.252
S -5.976 3.728 -2.708
O -6.324 3.704 -1.230
C -4.270 2.914 -2.574
H -6.240 1.776 -4.111
H -7.792 2.362 -3.547
H -6.749 1.536 -2.394
H -4.246 2.202 -1.749
H -3.567 3.680 -2.247
H -3.801 2.455 -3.445
C 0.181 -3.824 -3.144
O 0.667 -3.458 -4.181
N -0.634 -4.879 -3.014
C -1.039 -5.321 -1.693
C -0.843 -5.808 -4.145
H 0.355 -3.339 -2.171
H -0.736 -6.356 -1.538
H -2.121 -5.330 -1.565
H -0.766 -4.828 -0.760
H -1.887 -6.114 -4.208
H -0.562 -5.474 -5.144
H -0.520 -6.835 -3.974
C 2.840 5.679 -0.828
O 2.871 6.226 -1.953
N 3.938 5.473 -0.136
C 3.933 4.494 0.980
C 5.254 6.051 -0.560
H 1.944 5.241 -0.361
H 4.909 4.009 0.964
H 3.135 3.765 1.119
H 4.095 5.071 1.891
H 5.158 6.796 -1.350
H 5.560 6.683 0.273
H 5.957 5.267 -0.843
O 1.349 3.621 6.814
C 0.456 2.755 6.984
O 0.031 1.856 6.008
C 0.746 1.483 4.834
C -0.032 1.860 3.551
C -0.080 2.527 8.368
H 0.961 0.414 4.862
H 1.762 1.845 4.988
H -0.605 2.786 3.593
H -0.546 0.925 3.328
H 0.684 1.946 2.734
H -0.069 3.461 8.930
H 0.453 1.673 8.786
H -1.149 2.324 8.312
O 6.686 -1.322 1.481
C 5.566 -0.894 1.684
O 4.528 -1.627 2.269
C 4.804 -2.940 2.697
C 5.030 -2.878 4.206
C 5.375 0.616 1.464
H 5.589 -3.484 2.171
H 3.967 -3.613 2.512
H 4.259 -2.217 4.603
H 6.034 -2.669 4.576
H 4.764 -3.865 4.585
H 6.279 1.213 1.580
H 4.685 0.986 2.223
H 4.798 0.980 0.613
O -4.414 1.358 5.448
C -3.795 2.342 5.168
O -3.567 2.805 3.893
C -4.004 2.217 2.695
C -3.682 2.841 1.379
C -3.188 3.329 6.275
H -5.053 1.929 2.762
H -3.426 1.293 2.717
H -2.718 3.323 1.215
H -4.395 3.656 1.252
H -3.854 2.169 0.538
H -3.368 2.746 7.178
H -3.724 4.276 6.216
H -2.189 3.624 5.954

# 2
17
Properties=species:S:1:pos:R:3 method="wB97M-V/def2-TZVPD" total_energy_ev=-11469.0968 e_above_lowest_kcal_mol=134.0 orbital_gap_ha="0.3276 / 0.3277" charge=+1
C 1.770 1.199 0.995
C 0.824 1.830 1.995
C -0.027 -0.407 -0.001
C -2.135 -2.664 -1.894
N -0.843 -0.915 -0.775
N -1.801 -1.552 -1.038
N 0.891 0.718 -0.172
F 0.200 2.857 1.354
H 2.293 1.967 0.623
H 2.292 0.392 1.297
H 1.056 2.276 3.001
H 0.160 1.035 2.343
H -1.470 -3.581 -1.602
H -1.983 -2.465 -3.073
H -3.098 -2.887 -1.571
H 0.560 1.653 -0.388
H 1.311 0.544 -1.092

# 3
51
Properties=species:S:1:pos:R:3 method="wB97M-V/def2-TZVPD" total_energy_ev=-32867.6997 e_above_lowest_kcal_mol=206.7 orbital_gap_ha=0.1212 charge=0
C -1.909 2.458 -4.274
C -0.828 1.470 -4.652
C 0.237 1.070 -3.426
C -0.501 0.588 -2.046
N -1.832 -0.127 -2.047
N -2.592 -0.608 -1.024
C -2.101 -0.392 0.362
C -0.668 0.375 0.759
C -0.227 0.573 2.321
C 1.116 -0.242 2.785
N 1.336 0.126 4.267
C 0.207 0.877 -0.565
P 1.887 1.697 -0.260
C 3.233 0.427 -0.714
C 4.356 0.201 0.501
C 2.111 3.385 -1.098
C 0.734 4.255 -0.922
H -2.015 3.530 -4.756
H -2.755 2.172 -3.483
H -0.789 1.018 -5.730
H 1.083 0.346 -3.799
H 0.778 2.099 -3.170
H -2.221 -0.311 -3.024
H -2.719 -0.801 1.300
H -0.008 1.724 2.507
H -1.176 0.267 2.977
H 1.008 -1.427 2.720
H 2.075 0.155 2.220
H 1.676 1.135 4.290
H 0.370 0.198 4.709
H 3.769 0.672 -1.728
H 2.745 -0.652 -0.864
H 5.431 0.033 0.045
H 4.103 -0.802 1.096
H 4.323 1.082 1.285
H 2.460 3.259 -2.222
H 2.994 3.966 -0.558
H 0.197 3.823 0.052
H 1.025 5.382 -0.787
H 0.065 4.031 -1.859
C -3.372 -5.064 2.109
C -2.783 -3.700 1.709
C -1.315 -3.884 1.293
O -2.809 -2.919 2.774
H -2.831 -5.525 2.947
H -4.427 -4.976 2.398
H -3.321 -5.762 1.266
H -3.318 -3.399 0.797
H -0.698 -4.301 2.100
H -0.863 -2.933 0.983
H -1.244 -4.571 0.441

# 4
41
Properties=species:S:1:pos:R:3 method="wB97M-V/def2-TZVPD" total_energy_ev=-119557.2858 e_above_lowest_kcal_mol=13.9 orbital_gap_ha="0.2300 / 0.2322" charge=+2
Rh 0.069 -0.491 -0.186
N 3.407 -1.002 -0.114
C 2.648 -2.062 -0.420
N 1.335 -2.005 -0.559
C 0.783 -3.259 -0.849
C 1.678 -4.253 -0.945
S 3.276 -3.643 -0.666
C -0.669 -3.219 -1.001
C -1.582 -4.147 -1.330
S -3.166 -3.444 -1.360
C -2.517 -1.916 -0.908
N -1.203 -1.946 -0.759
N -3.259 -0.818 -0.718
H 2.995 -0.083 -0.104
H 4.411 -1.065 -0.114
H 1.517 -5.294 -1.171
H -1.435 -5.185 -1.583
H -4.238 -0.804 -0.947
H -2.798 0.063 -0.554
N -0.713 -2.801 2.311
C -0.180 -1.630 2.684
N 0.067 -1.410 3.978
O 0.108 -0.712 1.866
H -0.974 -3.502 2.984
H -0.963 -2.949 1.349
H -0.129 -2.087 4.694
H 0.491 -0.537 4.241
C 1.373 4.460 -1.955
Si 0.055 4.091 -0.723
C -1.642 4.652 -1.171
C 0.521 4.277 1.051
Se -0.081 1.684 -0.860
H 1.502 5.544 -2.034
H 1.113 4.090 -2.948
H 2.331 4.035 -1.652
H -1.690 5.745 -1.166
H -2.376 4.287 -0.452
H -1.918 4.316 -2.171
H 0.602 5.345 1.278
H 1.487 3.819 1.267
H -0.236 3.858 1.714

# 5
88
Properties=species:S:1:pos:R:3 method="wB97M-V/def2-TZVPD" total_energy_ev=-129241.4786 e_above_lowest_kcal_mol=1.5 orbital_gap_ha="0.2173 / 0.2211" charge=-1
Fe 0.666 -0.419 0.419
C -1.660 -1.235 5.578
C -2.106 -0.590 4.437
C -1.221 -0.310 3.404
C 0.111 -0.667 3.536
C 0.567 -1.325 4.676
C -0.324 -1.609 5.693
N 1.010 -0.389 2.452
N 2.201 -0.303 2.820
C 3.099 -0.123 1.747
C 4.444 0.001 2.049
C 5.331 0.172 1.001
C 4.833 0.206 -0.293
C 3.471 0.070 -0.503
N 2.607 -0.082 0.502
H -2.356 -1.474 6.373
H -3.149 -0.326 4.320
H -1.561 0.157 2.492
H 1.599 -1.639 4.734
H 0.017 -2.141 6.572
H 4.756 -0.053 3.081
H 6.393 0.267 1.187
H 5.489 0.325 -1.144
H 3.045 0.068 -1.495
C 0.502 -0.676 -1.632
Si -0.126 0.909 -2.241
C 0.604 2.205 -1.067
N 0.356 1.898 0.364
C 1.354 2.613 1.200
C 1.015 4.088 1.385
C -0.262 4.226 2.230
C -1.102 2.950 2.114
C -1.021 2.375 0.708
C 0.534 1.530 -3.926
C 1.900 1.772 -4.106
C 2.423 2.172 -5.329
C 1.581 2.336 -6.420
C 0.222 2.098 -6.273
C -0.289 1.702 -5.042
C -1.997 1.084 -2.378
C -2.816 -0.040 -2.472
C -4.190 0.078 -2.633
C -4.775 1.332 -2.706
C -3.978 2.468 -2.620
C -2.607 2.338 -2.462
H 1.435 -0.978 -2.119
H -0.193 -1.507 -1.768
H 0.338 3.244 -1.308
H 1.684 2.123 -1.241
H 2.330 2.492 0.731
H 1.408 2.139 2.181
H 0.876 4.545 0.402
H 1.856 4.606 1.851
H -0.841 5.090 1.894
H -0.006 4.408 3.277
H -2.150 3.147 2.351
H -0.762 2.213 2.841
H -1.302 3.171 0.006
H -1.716 1.551 0.563
H 2.585 1.642 -3.273
H 3.487 2.352 -5.431
H 1.982 2.645 -7.378
H -0.444 2.219 -7.119
H -1.355 1.525 -4.947
H -2.373 -1.027 -2.398
H -4.806 -0.812 -2.680
H -5.848 1.427 -2.819
H -4.428 3.452 -2.673
H -1.998 3.236 -2.405
Cl -2.145 -3.431 2.067
C -2.287 -2.702 0.430
C -2.401 -1.184 0.576
O -3.509 -0.695 0.786
O -1.312 -0.531 0.509
H -3.187 -3.111 -0.018
H -1.395 -2.976 -0.121
F -1.114 -7.979 0.435
C -0.499 -6.788 0.502
C -0.005 -6.320 1.704
F -0.156 -7.063 2.813
C 0.619 -5.090 1.764
F 1.049 -4.687 2.966
C 0.792 -4.270 0.647
S 1.649 -2.758 0.747
C 0.295 -4.790 -0.549
F 0.422 -4.095 -1.688
C -0.346 -6.012 -0.629
F -0.813 -6.460 -1.807

# 6
82
Properties=species:S:1:pos:R:3 method="wB97M-V/def2-TZVPD" total_energy_ev=-69284.9607 orbital_gap_ha=0.1035 charge=-1
In -1.395 -0.121 0.274
Cl -1.204 2.219 3.347
N 0.119 2.171 -0.139
N -0.120 -2.144 0.214
C -0.654 2.889 -0.903
C -0.571 -2.945 -0.722
C 1.159 3.133 0.301
C 0.432 4.484 0.150
C 2.339 3.125 -0.668
C 1.664 2.895 1.706
H 2.031 3.494 -1.654
H 2.712 2.106 -0.761
H 3.153 3.770 -0.304
H 0.898 3.119 2.454
H 2.545 3.529 1.938
H 1.981 1.859 1.831
C 0.703 -3.012 1.115
C 0.596 -4.422 0.473
C 0.153 -3.048 2.535
C 2.150 -2.527 1.103
H 2.531 -2.554 0.068
H 2.814 -3.146 1.740
H 2.197 -1.495 1.476
H -0.738 -3.694 2.588
H -0.122 -2.038 2.842
H 0.897 -3.439 3.253
O -0.307 -4.258 -0.718
H 0.187 -5.203 1.142
H 1.556 -4.811 0.092
O -0.577 4.225 -0.928
H 1.052 5.332 -0.177
H -0.098 4.778 1.084
C -1.691 2.324 -1.795
C -1.483 -2.500 -1.787
C -0.979 -1.278 -2.565
H -2.436 -2.165 -1.323
H -1.841 -3.326 -2.416
C -1.143 -0.065 -1.911
C -1.117 1.160 -2.577
H -1.459 -0.231 2.698
C -0.800 1.191 -3.958
C -0.551 -0.029 -4.649
C -0.729 2.531 -4.684
C -0.645 -1.276 -3.955
H -0.179 -0.012 -5.708
C -0.466 -2.583 -4.694
H 0.021 -2.523 -5.677
H -1.449 -3.091 -4.823
H 0.154 -3.225 -4.090
H -1.717 3.033 -4.639
H -0.393 2.506 -5.735
H -0.026 3.170 -4.164
H -2.213 3.087 -2.371
H -2.515 1.908 -1.186
C -2.408 2.059 5.952
Si -2.335 0.271 5.305
C -1.963 -0.918 6.696
C -3.962 -0.257 4.543
C -1.134 0.565 3.855
Si 1.500 0.181 5.081
C 1.590 -1.584 5.715
C 3.030 0.582 4.071
C 1.233 1.438 6.449
H -3.176 2.166 6.722
H -2.655 2.771 5.139
H -1.427 2.348 6.356
H -2.865 -1.015 7.311
H -1.707 -1.929 6.352
H -1.158 -0.581 7.359
H -4.495 0.576 4.099
H -3.811 -1.000 3.769
H -4.624 -0.693 5.286
H -0.066 0.225 3.649
H 2.013 -2.251 4.947
H 2.257 -1.618 6.592
H 0.607 -1.968 6.014
H 3.080 1.650 3.809
H 3.938 0.341 4.656
H 3.072 -0.007 3.141
H 1.147 2.445 6.026
H 0.343 1.220 7.050
H 2.117 1.414 7.118

What did the third record say?
51
Properties=species:S:1:pos:R:3 method="wB97M-V/def2-TZVPD" total_energy_ev=-32867.6997 e_above_lowest_kcal_mol=206.7 orbital_gap_ha=0.1212 charge=0
C -1.909 2.458 -4.274
C -0.828 1.470 -4.652
C 0.237 1.070 -3.426
C -0.501 0.588 -2.046
N -1.832 -0.127 -2.047
N -2.592 -0.608 -1.024
C -2.101 -0.392 0.362
C -0.668 0.375 0.759
C -0.227 0.573 2.321
C 1.116 -0.242 2.785
N 1.336 0.126 4.267
C 0.207 0.877 -0.565
P 1.887 1.697 -0.260
C 3.233 0.427 -0.714
C 4.356 0.201 0.501
C 2.111 3.385 -1.098
C 0.734 4.255 -0.922
H -2.015 3.530 -4.756
H -2.755 2.172 -3.483
H -0.789 1.018 -5.730
H 1.083 0.346 -3.799
H 0.778 2.099 -3.170
H -2.221 -0.311 -3.024
H -2.719 -0.801 1.300
H -0.008 1.724 2.507
H -1.176 0.267 2.977
H 1.008 -1.427 2.720
H 2.075 0.155 2.220
H 1.676 1.135 4.290
H 0.370 0.198 4.709
H 3.769 0.672 -1.728
H 2.745 -0.652 -0.864
H 5.431 0.033 0.045
H 4.103 -0.802 1.096
H 4.323 1.082 1.285
H 2.460 3.259 -2.222
H 2.994 3.966 -0.558
H 0.197 3.823 0.052
H 1.025 5.382 -0.787
H 0.065 4.031 -1.859
C -3.372 -5.064 2.109
C -2.783 -3.700 1.709
C -1.315 -3.884 1.293
O -2.809 -2.919 2.774
H -2.831 -5.525 2.947
H -4.427 -4.976 2.398
H -3.321 -5.762 1.266
H -3.318 -3.399 0.797
H -0.698 -4.301 2.100
H -0.863 -2.933 0.983
H -1.244 -4.571 0.441